1.
C11H20N3O3S | wB97M-V/def2-TZVPD

Calculated values
- Relative energy (zero: lowest compared OMol25 entry of this formula, charge and spin): 0.0 kJ/mol
- F_max: 5.8 eV/Å
- LUMO level: 0.118 Ha
- HOMO: -4.22 eV
- SMILES: CNC(=O)[C@H](NC(=O)[C@H](C[S-])NC(C)=O)C(C)C
- Kohn-Sham gap: 0.273 Eh

ORCA input file:
```
! wB97M-V def2-TZVPD RIJCOSX def2/J DEFGRID3
* xyz -1 1
C 2.64938 0.93666 1.60798
N 1.48738 0.15821 1.62446
C 0.89433 -0.39963 2.71198
O 1.18287 -0.06990 3.92039
C -0.29702 -1.32600 2.44776
N -0.77227 -1.31498 0.99714
C -0.94141 -2.35451 0.16919
O -1.26531 -3.50554 0.68647
C -0.92595 -2.17586 -1.34510
C 0.44076 -1.93973 -2.07333
S 0.95863 -0.26086 -1.79262
N -1.68905 -1.04964 -1.74209
C -2.98546 -0.89501 -1.74880
C -3.58519 0.20496 -2.53484
O -3.79761 -1.58986 -1.17590
C -1.48005 -1.02706 3.42398
C -2.61230 -2.02089 3.29599
C -1.99102 0.40043 3.22690
H 3.07565 1.13219 0.58280
H 3.46444 0.28876 2.03155
H 2.56838 1.87555 2.07700
H 1.09055 -0.07298 0.66380
H 0.02389 -2.32219 2.73682
H -0.64249 -0.44222 0.47189
H -1.26471 -3.14159 -1.74137
H 1.22603 -2.59444 -1.75709
H 0.20296 -2.42624 -3.06014
H -1.16452 -0.39911 -2.32644
H -4.08345 -0.12787 -3.40287
H -4.29547 0.77884 -1.95855
H -2.85136 0.97249 -2.81014
H -1.10163 -1.20845 4.44067
H -2.29331 -2.95372 3.62709
H -2.92708 -2.14816 2.25520
H -3.44322 -1.70025 3.86747
H -1.08823 0.95705 3.42735
H -2.40213 0.44017 2.23188
H -2.88117 0.47862 3.93306
*
```

Mulliken atomic charge list, values in e, 2 entries: number 1, C, carries -1.00; number 2, N, carries 0.20

2.
C27H52IrOP2Si | wB97M-V/def2-TZVPD

Calculated values
- Relative energy (zero: lowest compared OMol25 entry of this formula, charge and spin): 253.0 kJ/mol
- F_max: 5.7 eV/Å
- LUMO level (alpha / beta): -0.241 / -0.311 Ha
- Expectation value of S²: 8.798
- HOMO (alpha / beta): -12.91 / -13.64 eV
- Kohn-Sham gap (alpha / beta): 0.234 / 0.190 Eh

ORCA input file:
```
! wB97M-V def2-TZVPD RIJCOSX def2/J DEFGRID3
* xyz 2 6
Ir -1.76695 1.69918 -2.32793
C -0.43842 -0.87493 -0.29295
C -1.78032 -0.90354 -0.74475
C -0.42854 0.14856 -2.42497
C 0.37732 -0.27801 -1.27147
C -1.88820 -0.37148 -2.11958
C 0.09077 -1.50430 0.96351
H -0.70078 -1.56847 1.71235
H 0.90738 -0.91428 1.39602
H 0.48483 -2.52701 0.84381
C 1.86295 -0.30288 -1.24640
H 2.31734 -1.29965 -1.41128
H 2.24945 0.03270 -0.27111
H 2.26740 0.35403 -2.02935
C 0.10247 -0.08665 -3.78672
H 0.29339 -1.15977 -3.89194
H 1.04072 0.45739 -3.89575
H -0.61010 0.23769 -4.54690
C -2.60262 -1.20959 -3.15108
H -2.13978 -2.20911 -3.22788
H -2.57567 -0.73221 -4.13755
H -3.64255 -1.35544 -2.82968
C -2.80505 -1.78634 -0.14766
H -2.60804 -2.82961 -0.45515
H -3.82418 -1.51434 -0.46086
H -2.75952 -1.75163 0.94836
C 0.52204 2.37673 2.07185
C -0.63625 2.23642 2.71922
C -1.70203 1.49401 1.91089
C -2.66576 2.44753 1.18948
C -2.33698 2.87480 -0.20665
C -1.07453 3.30122 -0.76509
C 0.11311 3.70533 0.05355
C 0.90997 2.57659 0.68336
H -2.29333 0.85178 2.58767
H -2.78141 3.38601 1.75239
H -1.21973 0.84960 1.14149
H 1.98685 2.84001 0.60372
H 1.69009 1.24094 2.40103
H -0.86120 2.52068 3.75837
H 0.74064 1.63418 0.11331
H 0.77052 4.26041 -0.63136
H -1.12259 4.02444 -1.62799
H -0.21460 4.42826 0.81284
H -3.67945 1.99616 1.18784
H -3.25384 2.94815 -0.84381
P -2.89220 5.31209 -0.26353
P -2.68729 3.45587 -3.26142
C -3.81951 5.95654 -1.69035
C -3.15317 5.43889 -2.95685
H -3.79675 7.06051 -1.59317
H -4.87495 5.65893 -1.63724
H -3.81725 5.67653 -3.80137
H -2.23333 6.00773 -3.14476
C -1.95910 3.89516 -4.88273
H -1.80501 2.98396 -5.47318
H -1.00512 4.42074 -4.72225
H -2.64202 4.57611 -5.41431
C -4.44055 3.06000 -3.62099
H -4.85835 3.88499 -4.21756
H -5.01778 2.97817 -2.68827
H -4.48721 2.12066 -4.18809
C -1.60224 6.60743 -0.09577
H -0.90582 6.33727 0.70364
H -2.07892 7.56018 0.17480
H -1.02775 6.73795 -1.02072
C -4.00158 5.74675 1.11356
H -5.04846 5.55807 0.84103
H -3.86637 6.80620 1.37313
H -3.75256 5.13494 1.98768
C 2.53893 1.70373 4.95159
Si 3.56026 1.07414 3.47793
C 4.63196 2.51940 2.89681
C 4.60794 -0.44266 3.88141
O 2.49976 0.62489 2.29178
H 3.19255 2.19427 5.68993
H 2.01288 0.86710 5.43892
H 1.78414 2.43007 4.60010
H 5.41975 2.74431 3.63454
H 5.10540 2.27016 1.93373
H 4.00905 3.41805 2.75919
H 3.94546 -1.29249 4.11238
H 5.22754 -0.71770 3.01147
H 5.27060 -0.26191 4.74355
*
```

Mulliken atomic charge list, values in e, 2 entries: number 1, Ir, carries 0.83; number 2, C, carries 1.92

3.
C25H38O20P2 | wB97M-V/def2-TZVPD

Calculated values
- F_max: 0.6 eV/Å
- LUMO level: -0.041 Ha
- HOMO: -9.43 eV
- SMILES: O=C1C=C(PP(=O)(O)O)C(=O)c2ccccc21.COC(=O)OC.COC(=O)OC.COC(=O)OC.COC(=O)OC.COC(=O)OC
- Kohn-Sham gap: 0.306 Eh

ORCA input file:
```
! wB97M-V def2-TZVPD RIJCOSX def2/J DEFGRID3
* xyz 0 1
O 0.68026 1.13056 -0.90743
C 0.38681 1.09433 -2.08181
C -0.91040 0.54888 -2.57317
C -0.96741 -0.03095 -3.77816
P -2.55534 -0.65259 -4.40653
P -3.30566 1.34011 -4.89882
O -2.41266 2.12776 -5.74682
O -4.76383 1.10606 -5.52026
O -3.57646 2.00355 -3.46433
C 0.28571 -0.15191 -4.58894
O 0.50605 -1.12200 -5.27912
C 1.22842 0.98355 -4.41830
C 2.01497 1.44979 -5.46161
C 2.85141 2.53452 -5.24086
C 2.92004 3.13743 -3.98778
C 2.14157 2.65974 -2.93963
C 1.28427 1.59308 -3.16434
H -1.78641 0.67480 -1.94599
H -2.21775 -0.94409 -5.73923
H -5.35399 0.59559 -4.95107
H -4.50828 2.14995 -3.25612
H 1.96542 0.98926 -6.44037
H 3.44704 2.91581 -6.05981
H 3.57041 3.98689 -3.82513
H 2.17908 3.10452 -1.95361
C 4.51178 -2.12952 -5.59171
O 5.22569 -1.51029 -6.66792
C 6.37840 -0.94950 -6.31149
O 6.84287 -0.92838 -5.20194
O 6.93548 -0.41150 -7.39807
C 8.19329 0.22559 -7.15686
H 3.60257 -2.53005 -6.02940
H 5.10064 -2.93046 -5.14940
H 4.25746 -1.39542 -4.82892
H 8.91817 -0.49033 -6.77441
H 8.07942 1.04124 -6.44529
H 8.51634 0.60904 -8.11981
C -6.19870 6.64218 -2.64722
O -7.30209 6.27159 -1.81126
C -7.45745 4.96217 -1.65153
O -6.76313 4.10665 -2.14143
O -8.50646 4.75441 -0.86093
C -8.79183 3.37727 -0.59816
H -6.20767 7.72689 -2.67645
H -5.26228 6.28437 -2.22424
H -6.32586 6.23738 -3.64911
H -7.95044 2.90091 -0.09862
H -9.01542 2.84997 -1.52359
H -9.66118 3.37830 0.05145
C 0.98599 -2.23194 -1.97576
O 1.98954 -2.73142 -1.09123
C 1.51751 -3.50644 -0.11534
O 0.36261 -3.80118 0.05263
O 2.54155 -3.89801 0.63910
C 2.17634 -4.73338 1.74297
H 1.49843 -1.62064 -2.71257
H 0.47898 -3.05489 -2.47799
H 0.26314 -1.62682 -1.43457
H 1.70761 -5.65076 1.39209
H 1.49879 -4.20749 2.41258
H 3.10290 -4.95853 2.26138
C 2.82777 -0.62531 4.74914
O 1.93341 -0.93254 5.82473
C 1.89605 -2.22443 6.15453
O 2.54230 -3.09830 5.63686
O 1.02544 -2.37662 7.14753
C 0.87795 -3.72444 7.61286
H 2.74813 0.44687 4.59971
H 3.84868 -0.89482 5.01215
H 2.53374 -1.15250 3.84365
H 1.82510 -4.10180 7.99337
H 0.52150 -4.36735 6.81028
H 0.14517 -3.67370 8.41256
C -0.67012 0.34662 8.96615
O -1.63383 0.20842 10.02114
C -1.76382 -1.03443 10.47518
O -1.15472 -1.99150 10.07198
O -2.67739 -1.04124 11.44433
C -2.91363 -2.32872 12.02182
H -0.67766 1.39937 8.70210
H 0.31829 0.05007 9.31037
H -0.94892 -0.26156 8.10846
H -2.00267 -2.71983 12.47075
H -3.27639 -3.02533 11.26847
H -3.67058 -2.17263 12.78404
*
```

Mulliken atomic charge list, values in e, 2 entries: number 1, O, carries -0.62; number 2, C, carries -0.18

4.
C44H48N4OP2PbS2Te | wB97M-V/def2-TZVPD

Calculated values
- F_max: 1.4 eV/Å
- LUMO level: -0.205 Ha
- HOMO: -12.45 eV
- Kohn-Sham gap: 0.252 Eh

ORCA input file:
```
! wB97M-V def2-TZVPD RIJCOSX def2/J DEFGRID3
* xyz 2 1
Pb -0.84240 -0.25870 -1.63040
O 1.37990 0.87140 -0.45530
N 2.31860 -0.15020 -0.30660
C 3.61690 0.12230 -0.54800
C 4.57750 -0.82000 -0.31540
C 4.19650 -2.06960 0.19920
C 2.86860 -2.32750 0.41570
C 1.88980 -1.36950 0.11300
S 0.23960 -1.75370 0.28030
H 3.82820 1.11430 -0.92190
H 5.60880 -0.59530 -0.52480
H 4.93820 -2.82170 0.41120
H 2.51610 -3.27270 0.79270
Te -1.26730 4.46640 -0.67210
C -1.51180 5.33850 1.29250
C -0.47850 5.99260 1.94440
C -0.70780 6.46540 3.23220
N -1.85670 6.31490 3.86150
C -2.84650 5.71330 3.23070
C -2.72810 5.20490 1.94360
C -0.73690 2.61700 0.30210
P 0.91740 2.26110 0.54140
C 1.36330 1.85440 2.25180
C 0.74220 2.70800 3.16400
C 1.03130 2.62990 4.51010
C 1.95890 1.70260 4.95720
C 2.60220 0.87410 4.05230
C 2.31620 0.94440 2.69970
C 1.97930 3.59190 -0.02960
C 1.95240 3.91500 -1.38820
C 2.49930 5.10840 -1.81960
C 3.07020 5.97860 -0.90250
C 3.16510 5.62010 0.43420
C 2.61990 4.42580 0.87720
P -1.88440 1.24080 0.33970
C -3.49250 1.90710 -0.17250
C -4.52780 2.19960 0.70660
C -5.72590 2.68960 0.21140
C -5.90350 2.86640 -1.15030
C -4.87720 2.56320 -2.03370
C -3.68230 2.07680 -1.54400
C -2.09710 0.78680 2.08800
C -2.20170 1.80120 3.03700
C -2.38180 1.48060 4.36940
C -2.45470 0.15020 4.75310
C -2.35520 -0.85970 3.80840
C -2.18310 -0.54610 2.47110
H 0.48020 6.14110 1.47090
H 0.06620 6.98450 3.78120
H -3.77680 5.63000 3.77430
H -3.56180 4.72160 1.45610
H 0.04210 3.44000 2.78960
H 0.54510 3.30020 5.20070
H 2.19530 1.64000 6.00680
H 3.34520 0.17740 4.40530
H 2.84950 0.29220 2.02610
H 1.48630 3.23530 -2.08980
H 2.45280 5.37720 -2.86380
H 3.43280 6.94090 -1.22870
H 3.64250 6.28290 1.13710
H 2.66590 4.15180 1.92180
H -4.40550 2.04770 1.76810
H -6.52670 2.93470 0.89260
H -6.84060 3.23910 -1.53020
H -5.01000 2.70100 -3.09570
H -2.87880 1.81600 -2.22630
H -2.14710 2.83350 2.71850
H -2.46230 2.26770 5.10440
H -2.60050 -0.10210 5.79170
H -2.40200 -1.89110 4.12210
H -2.10940 -1.32550 1.72410
C -3.56790 -4.79400 2.63470
C -2.59920 -5.65740 1.83020
C -2.81460 -5.61320 0.31530
C -2.48730 -4.26750 -0.32380
N -3.57000 -3.31380 -0.14610
C -3.73980 -2.24540 -0.88720
S -2.68170 -1.95380 -2.23210
N -4.72860 -1.37180 -0.70240
C -6.07720 -1.69880 -0.25720
C -6.87950 -2.16340 -1.47490
C -8.30850 -2.58670 -1.15730
C -9.03480 -2.96490 -2.44090
H -3.44490 -5.00540 3.69410
H -4.60020 -5.02700 2.37610
H -3.38350 -3.72930 2.48870
H -2.71160 -6.69460 2.14970
H -1.57420 -5.35250 2.05260
H -3.84450 -5.88610 0.07280
H -2.16070 -6.35910 -0.14120
H -2.32660 -4.38740 -1.39890
H -1.56720 -3.85580 0.11100
H -4.22810 -3.53770 0.59170
H -4.73160 -0.62540 -1.39210
H -6.51150 -0.79360 0.17160
H -6.05020 -2.46790 0.51540
H -6.35200 -2.99960 -1.94060
H -6.90860 -1.34760 -2.20060
H -8.83130 -1.76830 -0.66210
H -8.29840 -3.43780 -0.47680
H -9.07480 -2.11490 -3.11680
H -10.05110 -3.27890 -2.22920
H -8.52280 -3.78010 -2.94610
*
```

Mulliken atomic charge list, values in e, 2 entries: number 1, Pb, carries 0.76; number 2, O, carries -0.25